Model 1:
Entry from the Open Molecules 2025 dataset: a single C20H21N3O4 molecule (ωB97M-V/def2-TZVPD).

```
48
C20H21N3O4 (ωB97M-V/def2-TZVPD)
C 1.47713 2.50191 -0.00091
C 0.28580 1.62988 0.31647
C 2.86094 2.09180 0.62031
C 3.63433 0.92714 0.06645
C 3.83102 -0.17734 0.91010
C 4.28828 0.96011 -1.08366
C 4.70078 -1.19372 0.50982
C 5.25227 0.03236 -1.51487
C 5.46877 -1.04702 -0.64113
C -0.50091 -0.64768 0.19213
C 0.39008 -1.74360 0.81428
C -1.42038 -1.24536 -0.88467
C -2.86759 -1.32028 -0.41288
C -3.52297 -2.49755 0.00017
C -3.88801 -0.25172 -0.38114
C -5.13796 -0.82824 -0.09661
C -3.74974 1.16481 -0.70618
C -6.26243 -0.00933 -0.08843
C -4.91691 1.94467 -0.66475
C -6.10587 1.29532 -0.43694
H 0.46718 4.31967 -0.11499
H 0.63272 3.83815 1.38699
H 1.65584 2.61750 -1.09959
H 2.77797 2.09571 1.70990
H 3.43698 3.00571 0.40890
H 3.19224 -0.39270 1.79718
H 4.07549 1.76887 -1.82621
H 4.77181 -2.11259 1.12218
H 5.67050 -0.07338 -2.53644
H 6.52191 -2.76805 -0.35635
H 1.03074 0.22312 -0.93543
H -1.03364 -0.28280 1.04397
H -1.02124 -2.26197 -1.14182
H -1.38722 -0.68504 -1.78243
H -3.11539 -3.47056 0.20735
H -5.49209 -2.95931 0.13730
H -2.83264 1.71570 -0.75556
H -7.23672 -0.32143 0.17125
H -4.84833 2.99701 -0.79807
H -7.05953 1.83346 -0.44608
H 1.15060 -0.28326 1.59067
N 1.11097 3.84471 0.52202
N 0.29333 0.42460 -0.28816
N -4.85475 -2.17871 0.17842
O -0.51514 2.00960 1.13887
O 6.46261 -1.92240 -0.91173
O 0.28722 -2.94318 0.59741
O 1.25233 -1.26336 1.70368
```

Computed properties:
HOMO energy   -7.824 eV
Lowest unoccupied orbital energy   0.56 eV
Net charge   0
Frontier orbital gap   8.4 eV



Model 2:
Entry from the Open Molecules 2025 dataset: a single C20H21N3O4 molecule (ωB97M-V/def2-TZVPD).

```
48
C20H21N3O4 (ωB97M-V/def2-TZVPD)
C -2.36667 -0.85726 -0.79364
C -1.59641 -0.31338 -1.93768
C -3.08681 0.26195 -0.07169
C -2.19143 1.16760 0.68710
C -1.47775 2.22003 0.11018
C -1.97726 0.87131 2.04286
C -0.49169 2.88742 0.83412
C -0.98869 1.56135 2.79496
C -0.27659 2.57200 2.18763
C 0.62543 -0.16907 -2.91060
C 0.58994 -0.56971 -4.41095
C 1.96523 -0.31446 -2.19945
C 1.92767 0.02747 -0.73168
C 2.07271 1.23463 -0.07096
C 1.86548 -0.99786 0.28684
C 1.96831 -0.33424 1.53028
C 1.55933 -2.34589 0.35782
C 1.95805 -0.94506 2.80289
C 1.59205 -3.02378 1.60862
C 1.75346 -2.33004 2.79855
H -1.96943 -2.08396 0.86375
H -0.82123 -1.08866 0.61919
H -3.12521 -1.54108 -1.29388
H -3.70552 0.77812 -0.78547
H -3.78561 -0.25755 0.63344
H -1.63476 2.45331 -0.93712
H -2.53308 0.09098 2.56466
H 0.02671 3.76199 0.36404
H -0.90208 1.59345 3.88897
H 0.57013 3.09724 3.76586
H -0.14469 -1.76744 -1.79526
H 0.29522 0.89072 -2.89320
H 2.59007 0.33862 -2.74063
H 2.26665 -1.34439 -2.41428
H 2.22146 2.20606 -0.36137
H 2.03769 1.67282 1.97242
H 1.41574 -2.99558 -0.47939
H 2.00640 -0.45501 3.73620
H 1.42021 -4.12196 1.63007
H 1.63856 -2.77395 3.79497
H -1.16875 0.18976 -4.26429
N -1.43024 -1.72005 0.07348
N -0.48284 -0.95359 -2.30615
N 2.08564 1.00674 1.22435
O -1.96810 0.65566 -2.64713
O 0.81888 3.20026 2.82012
O 1.44577 -1.14455 -5.03041
O -0.59194 -0.29096 -4.91814
```

Computed properties:
HOMO energy   -7.920 eV
Lowest unoccupied orbital energy   0.34 eV
Net charge   0
Frontier orbital gap   8.3 eV



Model 3:
Entry from the Open Molecules 2025 dataset: a single C20H21N3O4 molecule (ωB97M-V/def2-TZVPD).

```
48
C20H21N3O4 (ωB97M-V/def2-TZVPD)
O 3.75073 -1.12597 2.29758
C 3.15225 -0.81110 1.29225
N 1.82933 -0.98135 1.06418
C 0.86796 -1.56784 1.88036
C 1.19885 -2.29109 3.02379
C 0.21060 -2.90081 3.77241
C -1.11836 -2.81224 3.39001
C -1.45956 -2.07129 2.27386
C -0.48439 -1.41795 1.52792
C -0.85748 -0.64833 0.30747
O -0.30203 -0.84277 -0.76868
N -1.82920 0.28176 0.42595
C -2.40250 0.79871 1.64273
H -2.20717 1.87890 1.67301
H -1.93406 0.33991 2.51192
C -3.92532 0.54445 1.63647
O -4.41082 0.37037 0.32481
C -3.81285 1.26706 -0.58001
H -4.35295 1.15549 -1.52073
C -2.32129 0.93679 -0.77142
H -1.74750 1.84877 -0.97617
H -2.16866 0.24562 -1.60252
H -3.93776 2.30008 -0.22282
H -4.18000 -0.37537 2.16662
H -4.44131 1.38617 2.12421
H -2.49030 -2.01484 1.95632
H -1.88524 -3.31728 3.95725
H 0.48329 -3.46605 4.65072
H 2.23485 -2.37615 3.30604
H 1.47180 -0.69319 0.15638
C 3.88583 -0.14124 0.12233
O 3.03555 0.48703 -0.80910
N 2.71869 -0.38995 -1.84905
C 1.81799 -0.06507 -2.67986
C 0.96420 1.10701 -2.79978
C -0.05292 1.07909 -3.75841
C -0.90471 2.15315 -3.91823
C -0.75318 3.28300 -3.12883
C 0.25339 3.32538 -2.17795
C 1.10597 2.24929 -2.00954
H 1.88855 2.29680 -1.27058
H 0.37712 4.20567 -1.56306
H -1.41579 4.12674 -3.25669
H -1.68748 2.11631 -4.66189
H -0.17259 0.19993 -4.37470
H 1.66713 -0.83680 -3.42542
H 4.54649 0.62976 0.52811
H 4.49571 -0.90363 -0.37602
```

Computed properties:
HOMO energy   -8.585 eV
Lowest unoccupied orbital energy   0.48 eV
Net charge   0
Frontier orbital gap   9.1 eV



model 2 (0.0416 hartree below the next structure)



Model 1:
Entry from the Open Molecules 2025 dataset: 4 unconnected molecules or ions with the total composition C2H13NO3S (ωB97M-V/def2-TZVPD).

```
20
C2H13NO3S (ωB97M-V/def2-TZVPD)
C 0.81480 0.82996 -0.34867
C 0.38357 0.25596 -1.69707
S 0.33155 1.50369 -3.00762
N 1.27125 -0.25836 0.52285
H 0.03894 1.41164 0.13028
H 1.66755 1.48400 -0.52970
H -0.57439 -0.24364 -1.62306
H 1.09169 -0.53423 -1.92564
H -0.99248 1.68828 -3.07704
H 0.63122 -0.43472 1.28625
H 2.18366 -0.10072 0.91260
H 1.55046 0.72131 4.47151
H 0.07440 1.00194 4.12949
O 0.74619 0.31000 4.12346
H 0.22793 -2.40081 -3.69606
H -0.07885 -3.89143 -3.79662
O 0.51475 -3.20840 -4.13656
H -3.01965 0.86716 3.43103
H -3.68611 0.09397 2.35299
O -3.17648 0.90441 2.47758
```

Computed properties:
HOMO energy   -8.924 eV
Lowest unoccupied orbital energy   0.34 eV
Net charge   0
Frontier orbital gap   9.3 eV



Model 2:
Entry from the Open Molecules 2025 dataset: 4 unconnected molecules or ions with the total composition C2H13NO3S (ωB97M-V/def2-TZVPD).

```
20
C2H13NO3S (ωB97M-V/def2-TZVPD)
C 0.66046 0.47761 -0.27324
C 1.30051 1.22791 -1.46768
S 0.04445 2.05652 -2.59116
N 1.21227 -0.88658 -0.22365
H -0.41687 0.61648 -0.30556
H 0.95895 1.04201 0.61565
H 1.80868 0.64854 -2.22388
H 1.86738 2.05999 -1.04556
H -0.96501 1.22491 -2.35346
H 0.44981 -1.45473 0.13012
H 1.97212 -1.02832 0.41743
H -3.47470 -3.74073 4.75604
H -1.90107 -3.53385 4.86056
O -2.76254 -3.16648 5.03347
H -0.08144 -2.11247 -1.87362
H -0.70795 -1.73315 -3.16785
O -0.93801 -1.86841 -2.23512
H 0.45809 4.03410 0.28277
H -0.04339 2.73212 0.65854
O 0.55825 3.40452 1.00622
```

Computed properties:
HOMO energy   -9.142 eV
Lowest unoccupied orbital energy   0.60 eV
Net charge   0
Frontier orbital gap   9.7 eV



Model 3:
Entry from the Open Molecules 2025 dataset: 4 unconnected molecules or ions with the total composition C2H13NO3S (ωB97M-V/def2-TZVPD).

```
20
C2H13NO3S (ωB97M-V/def2-TZVPD)
C -0.30323 0.14789 -0.38308
C -1.23160 -0.68181 -1.29706
S -2.64761 0.25246 -2.01382
N 0.84970 -0.58034 0.12925
H -0.99106 0.58185 0.34773
H 0.08453 1.02613 -0.91169
H -1.50144 -1.55120 -0.69876
H -0.67360 -0.93558 -2.18932
H -2.34256 1.49212 -1.48029
H 0.51880 -1.39365 0.65470
H 1.36214 -1.10071 -0.57615
H 3.72083 4.00727 2.79632
H 3.85167 5.48447 3.11816
O 3.95889 4.84595 2.39871
H -2.00017 -4.28042 -3.23128
H -1.09448 -3.23916 -2.64030
O -1.60599 -3.42537 -3.40690
H 0.69596 -0.02256 3.48649
H -0.56147 -0.08317 2.59054
O -0.08933 -0.54419 3.30675
```

Computed properties:
HOMO energy   -9.223 eV
Lowest unoccupied orbital energy   0.50 eV
Net charge   0
Frontier orbital gap   9.7 eV



model 1 (0.0097 hartree below the next structure)



Model 1:
Entry from the Open Molecules 2025 dataset: a single C4H6O2S2 molecule (ωB97M-V/def2-TZVPD).

```
14
C4H6O2S2 (ωB97M-V/def2-TZVPD)
C -0.75648 -0.63816 1.24040
C -0.72116 0.41855 0.09905
C 0.67320 0.95778 -0.19254
C 1.68242 -0.17739 -0.47040
H -0.19931 -1.50468 0.88617
H -0.33977 -0.24181 2.16361
H -1.80114 -0.87557 1.46564
H -1.35332 1.26109 0.41459
H -1.52800 0.56862 -1.62641
H 0.29587 -0.84888 -1.47798
O -1.30997 -0.18268 -1.05609
O 1.23661 -1.10824 -1.30704
S 0.96555 2.51902 -0.27656
S 3.15548 -0.14763 0.13759
```

Computed properties:
HOMO energy   -8.922 eV
Lowest unoccupied orbital energy   -1.21 eV
Net charge   0
Frontier orbital gap   7.7 eV



Model 2:
Entry from the Open Molecules 2025 dataset: a single C4H6O2S2 molecule (ωB97M-V/def2-TZVPD).

```
14
C4H6O2S2 (ωB97M-V/def2-TZVPD)
C 2.65272 -0.17219 -0.40746
C 1.50738 0.66268 -0.33211
C -0.66143 -0.60763 -0.25201
C 0.29284 0.39423 0.55205
O 4.28183 -1.92565 0.32340
O 3.75832 2.43376 -0.31042
S 2.87852 -1.78391 -0.12290
S 3.23117 1.33052 0.47642
H 1.25930 1.46072 -0.88958
H -1.61976 -0.63499 0.40728
H -0.15517 -1.59218 -0.42987
H -1.00639 -0.20997 -1.29679
H 0.69454 -0.06465 1.49883
H -0.32364 1.21553 0.69585
```

Computed properties:
HOMO energy (spin up / spin down)   -9.080 / -9.080 eV
Lowest unoccupied orbital energy (spin up / spin down)   -1.35 / -1.35 eV
Net charge   0
Frontier orbital gap (spin up / spin down)   7.7 / 7.7 eV



Model 3:
Entry from the Open Molecules 2025 dataset: a single C4H6O2S2 molecule (ωB97M-V/def2-TZVPD).

```
14
C4H6O2S2 (ωB97M-V/def2-TZVPD)
C 0.19694 -0.66647 -0.45939
C -0.86603 -0.50332 0.67559
C -0.59626 0.97814 0.56578
C 0.76012 0.73185 -0.05206
H 1.36169 -1.94666 0.42518
H -0.29445 -0.59762 -1.42638
H -0.42681 -0.90403 1.59262
H -2.70187 -0.29686 0.14273
H 1.52498 0.60356 0.72953
H 2.38100 1.19595 -1.63444
O 1.04694 -1.76884 -0.48667
O -2.14766 -0.99216 0.56635
S -1.56748 2.24522 0.63765
S 1.32892 1.92125 -1.27649
```

Computed properties:
HOMO energy   -9.205 eV
Lowest unoccupied orbital energy   -0.63 eV
Net charge   0
Frontier orbital gap   8.6 eV



model 1 (0.0160 hartree below the next structure)